Entry 1:
Here is a molecular structure, C64H44N6O4Tl from OMol25. Energies are from wB97M-V/def2-TZVPD.

Computed properties:
Strongest force on any atom = 1.04 eV Å⁻¹
Frontier orbital gap = 5.46 eV
LUMO = 1.22 eV
Net charge = -1

```
119
Properties=species:S:1:pos:R:3:mulliken_charge:R:1
Tl -0.7095 0.6512 -0.3883 2.7130
C 5.4824 6.3730 -0.5781 -0.4745
C 4.1633 6.7805 -0.7300 -0.9026
C 3.1431 5.8444 -0.7885 -0.2956
C 3.4030 4.4686 -0.6959 0.0340
C 4.7371 4.0814 -0.5082 -0.0590
C 5.7596 5.0163 -0.4683 -1.0760
C 2.2809 3.5114 -0.6803 0.9715
C 2.4009 2.2165 -1.1343 0.1151
C 3.5314 1.7935 -1.9745 -1.6365
C 3.4458 0.4738 -2.1619 -2.1493
C 2.3101 -0.0108 -1.3604 0.0778
N 1.5995 1.0887 -0.8982 1.2007
C 2.1434 -1.3586 -1.0618 0.9506
C 1.2901 -1.8855 -0.0276 0.1902
C 1.3185 -3.2144 0.5517 -1.6912
C 0.4973 -3.1854 1.6415 -1.0644
C -0.0453 -1.8549 1.7251 -0.6656
C -0.7884 -1.3159 2.7712 2.3788
C -1.1900 -2.2374 3.8762 -1.1750
C -0.2737 -2.5924 4.8633 -0.0554
C -0.6384 -3.4687 5.8769 -0.7857
C -1.9226 -3.9992 5.9087 -0.4724
C -2.8414 -3.6428 4.9311 -0.7768
C -2.4797 -2.7625 3.9189 0.1407
C -1.0373 0.0714 2.9403 -1.4690
N -0.6736 0.9680 1.9669 0.8632
C -0.5157 2.1675 2.5385 -0.5099
C 0.4302 2.9600 1.6799 2.1507
C 1.8426 2.4925 2.0662 0.1246
C 2.2677 1.1662 2.1174 1.0527
C 3.5302 0.8547 2.6011 -0.6725
C 4.3641 1.8487 3.1007 -0.8653
C 3.9250 3.1641 3.1128 -0.7697
C 2.6767 3.4820 2.5941 -0.7250
C -0.1237 3.2225 0.2501 0.2323
C -1.0741 4.0345 -0.6877 -1.4812
C -0.0456 4.7216 -1.1760 -1.5699
C 0.9654 4.0332 -0.2536 0.6063
N 0.3723 4.3099 1.1715 -1.5016
C -0.8932 2.1151 3.8959 -1.8894
C -1.2432 0.7903 4.1457 -0.6133
N 0.4698 -1.1140 0.6693 0.7733
C 3.0539 -2.3642 -1.6999 -0.4879
C 2.5493 -3.3086 -2.5932 0.0372
C 3.3832 -4.2521 -3.1831 -0.8475
C 4.7374 -4.2747 -2.8783 -0.5401
C 5.2489 -3.3588 -1.9667 -0.9386
C 4.4123 -2.4183 -1.3791 0.1726
H 6.2814 7.1021 -0.5217 0.3822
H 3.9306 7.8374 -0.7993 0.4105
H 2.1176 6.1793 -0.9073 0.3220
H 4.9624 3.0375 -0.3341 0.5566
H 6.7799 4.6841 -0.3189 0.3807
H 4.2585 2.4660 -2.4049 0.8425
H 4.1015 -0.1432 -2.7576 0.7557
H 1.9059 -4.0473 0.1921 0.5577
H 0.2947 -3.9974 2.3273 0.6077
H 0.7257 -2.1726 4.8252 0.5185
H 0.0797 -3.7402 6.6406 0.3896
H -2.2022 -4.6947 6.6916 0.3656
H -3.8443 -4.0528 4.9539 0.4411
H -3.1941 -2.4819 3.1531 0.2857
H 1.6154 0.3787 1.7722 0.2637
H 3.8566 -0.1804 2.6049 0.5781
H 5.3435 1.5995 3.4944 0.3919
H 4.5596 3.9512 3.5059 0.4140
H 2.3359 4.5107 2.5907 0.3943
H -2.1461 4.0732 -0.7513 0.9720
H 0.0506 5.5033 -1.9193 0.4111
H -0.8608 2.9340 4.5999 0.5698
H -1.5472 0.3666 5.0943 0.6690
H 1.4876 -3.3018 -2.8230 0.4495
H 2.9756 -4.9717 -3.8842 0.4172
H 5.3898 -5.0039 -3.3437 0.3660
H 6.3011 -3.3847 -1.7061 0.4001
H 4.8045 -1.7102 -0.6569 0.5243
C 0.5344 -0.4942 -4.1761 -0.9288
C -0.7708 0.2084 -4.0366 -0.0685
N -1.2375 0.8154 -2.9591 0.2599
C -2.4882 1.3008 -3.2890 -0.7989
C -2.7554 0.9968 -4.5993 0.4790
N -1.6657 0.2986 -5.0382 -0.0450
C -3.8956 1.1682 -5.5377 0.6487
O -4.9248 1.8194 -5.0913 -0.5931
O -3.8015 0.6995 -6.6604 -0.6983
C -3.3744 1.9854 -2.2866 0.7171
O -4.5160 2.3573 -2.6870 -0.9767
O -2.9470 2.0687 -1.1259 -0.3997
H 0.9665 -0.6547 -3.1949 -0.1408
H 1.2360 0.0926 -4.7733 0.4528
H 0.3937 -1.4644 -4.6588 0.3925
H -1.5993 -0.0666 -5.9740 0.2570
H -4.7507 2.1217 -4.0947 0.4076
C -6.6874 -2.4319 2.4982 -0.4464
C -6.1733 -2.9027 1.2962 -1.0276
C -5.1048 -2.2604 0.6853 0.0889
C -4.5218 -1.1287 1.2687 0.4710
C -5.0616 -0.6596 2.4705 -0.1904
C -6.1275 -1.3032 3.0816 -0.8189
C -3.3411 -0.4059 0.7348 -0.1449
C -2.4986 -0.7567 -0.2321 0.0911
C -2.5171 -1.9089 -1.1462 -1.2073
C -3.1466 -1.8114 -2.3941 -0.1052
C -3.0975 -2.8538 -3.3078 -0.7391
C -2.4281 -4.0314 -2.9928 -0.7278
C -1.8376 -4.1583 -1.7424 -0.6306
C -1.8844 -3.1128 -0.8299 0.4381
H -7.5219 -2.9360 2.9721 0.3828
H -6.6068 -3.7796 0.8277 0.4290
H -4.7207 -2.6383 -0.2506 0.5701
H -4.6189 0.2162 2.9341 0.4169
H -6.5236 -0.9266 4.0183 0.3871
H -3.1482 0.5229 1.2633 0.4036
H -3.7031 -0.9138 -2.6279 0.6324
H -3.5916 -2.7467 -4.2679 0.4389
H -2.3792 -4.8412 -3.7109 0.3533
H -1.3373 -5.0813 -1.4669 0.3826
H -1.4282 -3.2260 0.1430 0.3259
```

Entry 2:
Here is a molecular structure, C19H23MnN5OPS from OMol25. Energies are from wB97M-V/def2-TZVPD.

Computed properties:
Strongest force on any atom = 0.74 eV Å⁻¹
Frontier orbital gap (alpha / beta) = 8.15 / 7.69 eV
LUMO (alpha / beta) = -2.38 / -2.38 eV
Net charge = +1
<S²> = 0.783
Multiplicity = 2

```
51
Properties=species:S:1:pos:R:3:mulliken_charge:R:1
Mn -1.2703 -0.7028 -0.1178 0.0803
N 1.0972 0.8299 -1.1715 -0.0499
P 0.6713 0.2757 0.3848 2.1755
C 0.8078 1.7182 1.4560 0.0814
C 2.0411 2.3317 1.6936 -0.3791
C 2.1043 3.4763 2.4691 -0.7272
C 0.9416 4.0072 3.0199 -0.4377
C -0.2808 3.3946 2.7961 -0.6333
C -0.3492 2.2495 2.0123 -0.2566
C 2.1221 -0.7040 0.8603 0.0170
C 2.3835 -0.9136 2.2151 -0.4571
C 3.4284 -1.7358 2.6036 -0.6947
C 4.2215 -2.3534 1.6441 -0.4447
C 3.9622 -2.1557 0.2971 -0.7246
C 2.9084 -1.3407 -0.0950 -0.1573
C 0.0886 0.9885 -2.0788 0.4864
C 0.2625 1.7432 -3.2481 -1.0571
C -0.8135 1.9432 -4.0719 -0.2670
C -2.0589 1.4145 -3.7268 -1.4092
C -2.1361 0.6668 -2.5804 -0.0099
N -1.0841 0.4046 -1.7806 0.2255
H 1.9510 1.3467 -1.3228 0.2985
H 2.9530 1.9103 1.2856 0.3607
H 3.0586 3.9518 2.6531 0.4130
H 0.9950 4.8980 3.6319 0.3995
H -1.1815 3.8030 3.2353 0.4366
H -1.2929 1.7481 1.8386 0.1202
H 1.7764 -0.4250 2.9684 0.4418
H 3.6290 -1.8900 3.6555 0.4166
H 5.0431 -2.9883 1.9485 0.4046
H 4.5791 -2.6369 -0.4504 0.4168
H 2.6969 -1.2028 -1.1481 0.3910
H 1.2295 2.1733 -3.4692 0.4118
H -0.6995 2.5315 -4.9731 0.4161
H -2.9392 1.5905 -4.3259 0.4291
H -3.0879 0.2712 -2.2514 0.6196
N -2.8311 -2.0275 -1.1394 -0.2343
N -2.4646 -3.3713 -1.2760 -0.4201
C -1.3282 -3.8160 -0.7218 0.6712
N -1.1201 -5.1339 -0.7794 -0.3997
S -0.1780 -2.8086 0.0100 -0.3676
H -3.5758 -1.9095 -0.4551 0.3163
H -3.1333 -1.6964 -2.0475 0.3197
H -3.1655 -4.0270 -1.5887 0.2239
H -1.7696 -5.7770 -1.1998 0.1885
H -0.2571 -5.4966 -0.4124 0.2200
C -3.6073 1.1182 0.7501 -0.7666
O -2.6600 0.0938 0.7589 -0.8758
H -4.3786 0.9245 1.5008 0.2584
H -4.1077 1.2018 -0.2258 0.2475
H -3.1813 2.1060 0.9690 0.2818
```

Entry 3:
Here is 2 unconnected molecules or ions with the total composition C2H5NO4 from OMol25. Energies are from wB97M-V/def2-TZVPD.

Computed properties:
Strongest force on any atom = 5.67 eV Å⁻¹
Energy above the lowest of the compared OMol25 structures with the same formula, charge and spin = 2.629 eV
Frontier orbital gap = 11.07 eV
LUMO = 0.29 eV
SMILES = O=CNC(=O)O.O

```
12
Properties=species:S:1:pos:R:3:mulliken_charge:R:1
O -0.8829 1.2663 1.4918 -0.4624
C 0.2924 1.2627 1.0582 0.0221
N 0.9358 0.6545 -0.0923 0.0091
C 0.2324 -0.1105 -1.2510 0.4508
O 0.6700 -0.1009 -2.3374 -0.4261
O -1.1435 -0.4700 -0.9897 -0.4362
H 1.1376 1.9541 1.7199 0.2381
H 1.8576 0.9429 -0.2405 0.2440
H -1.5404 -0.9132 -1.8187 0.3438
O 0.0181 -2.0229 1.6851 -0.6545
H -0.0480 -1.3481 2.4109 0.3284
H -0.3999 -1.5105 0.9323 0.3430
```

Entry 4:
Here is 2 unconnected molecules or ions with the total composition C3H10NO from OMol25. Energies are from wB97M-V/def2-TZVPD.

Computed properties:
Strongest force on any atom = 2.07 eV Å⁻¹
Energy above the lowest of the compared OMol25 structures with the same formula, charge and spin = 1.473 eV
Frontier orbital gap = 10.78 eV
LUMO = -3.45 eV
Net charge = +1

```
15
Properties=species:S:1:pos:R:3:mulliken_charge:R:1
C -0.1930 -0.7562 2.4697 -0.7899
N -0.7570 -0.2988 1.1253 -0.2374
H 0.7868 -0.2973 2.5482 0.3304
H -0.7802 -0.2856 3.2600 0.3740
H -0.4112 -1.8094 2.6003 0.3180
H 0.0344 -0.3729 0.4566 0.2221
H -1.1079 0.6528 1.1374 0.3826
H -1.5461 -0.9045 0.9226 0.3689
C 1.4563 0.8544 -1.0313 -0.4541
C 0.5571 -0.0168 -1.4979 -0.3592
O -0.7721 0.3548 -1.6042 -0.4756
H 1.1320 1.7333 -0.4845 0.3084
H 2.5130 0.6292 -1.0278 0.2905
H 0.8060 -1.0321 -1.7973 0.4018
H -0.9143 0.6906 -2.4745 0.3194
```

Entry 5:
Here is a molecular structure, C30H57N4O13V from OMol25. Energies are from wB97M-V/def2-TZVPD.

Computed properties:
Strongest force on any atom = 4.18 eV Å⁻¹
Frontier orbital gap (alpha / beta) = 5.85 / 5.84 eV
LUMO (alpha / beta) = -5.12 / -5.12 eV
Net charge = +1
<S²> = 3.765
Multiplicity = 4

```
105
Properties=species:S:1:pos:R:3:mulliken_charge:R:1
V -3.0981 3.1622 24.5504 1.1686
C -4.0992 2.3054 20.3438 2.4735
C -4.0623 1.5520 21.6699 0.0958
O -3.4262 2.0985 22.7761 -0.0674
H -4.3068 3.3705 20.4885 -0.9755
H -4.9198 1.9464 19.7245 -0.4715
H -3.1559 2.1999 19.8077 -0.5578
H -3.6057 0.5763 21.4255 -0.5083
H -5.0889 1.2153 21.8907 -0.4132
C -5.6593 4.5867 16.7992 0.2192
C -4.8349 4.7001 15.5531 0.0332
O -5.2650 5.2938 14.5744 -0.6828
N -3.5951 4.1429 15.4966 -0.0909
C -2.9462 3.2105 16.4083 -0.1348
H -5.1714 4.1016 17.6465 -0.4781
H -6.5332 3.9739 16.5715 0.2871
H -5.9695 5.5793 17.1190 0.4415
H -3.1591 4.2921 14.6001 0.2373
H -1.8745 3.3814 16.3617 0.3893
H -3.2578 2.1897 16.1769 -0.0273
H -3.2517 3.3993 17.4384 -0.2661
C -3.5975 -0.8447 26.4898 -0.8830
C -3.2085 0.1539 25.4573 0.8506
O -3.3649 1.3897 25.6713 -0.7795
N -2.6747 -0.2278 24.3003 0.2603
C -2.1986 -1.5595 23.9482 -1.1531
H -3.2528 -1.8564 26.2957 0.3470
H -4.6927 -0.9241 26.4995 0.1262
H -3.2429 -0.4964 27.4570 0.3856
H -2.5125 0.5430 23.6531 -0.0196
H -1.5357 -1.4067 23.1002 0.2456
H -3.0056 -2.2252 23.6479 0.3594
H -1.5996 -2.0240 24.7278 0.4771
C -5.9628 0.7778 15.8212 -1.4599
C -5.7038 0.2060 17.2089 0.7118
O -4.5775 0.2291 17.6845 -0.4580
N -6.8114 -0.2832 17.8132 -0.0566
C -6.8738 -0.7588 19.1938 -0.7251
H -6.5259 0.0675 15.2164 0.4764
H -4.9795 0.9808 15.4046 0.2939
H -6.5081 1.7220 15.8288 0.2838
H -7.6921 -0.1396 17.3503 0.2512
H -7.0315 -1.8348 19.0682 0.4435
H -7.7262 -0.4018 19.7682 0.3575
H -5.9209 -0.5625 19.6761 -0.0437
C -6.6287 -0.3721 23.8289 -0.3292
C -7.4349 -0.6532 25.0721 0.5800
O -6.9198 -1.0216 26.1200 -0.7069
N -8.7586 -0.4448 24.9429 -0.1472
C -9.6986 -0.5784 26.0403 -0.8974
H -6.9300 0.5801 23.3853 0.1361
H -6.8107 -1.0922 23.0205 0.4034
H -5.5515 -0.4202 23.9689 -0.2809
H -9.0933 -0.2389 24.0175 0.2122
H -10.5647 0.0636 25.8962 0.3549
H -9.2133 -0.2341 26.9504 0.3014
H -10.0231 -1.6124 26.1419 0.2909
O -0.2096 3.6681 20.1286 -0.6375
C -0.2506 2.6308 19.5372 0.5923
O -0.1499 2.5570 18.1912 -0.3945
C 0.0091 1.1911 17.7750 -0.7221
C -0.7252 0.4270 18.8724 0.2600
C -0.3016 1.2093 20.0995 0.0758
H 1.0584 0.8882 17.7570 0.2978
H -0.4270 1.0753 16.7873 0.3882
H -0.5253 -0.6476 18.8854 0.4757
H -1.8040 0.4699 18.6836 -0.3349
H 0.6907 0.9073 20.4366 0.5747
H -1.0366 1.1041 20.8970 -0.5031
O -6.0877 6.5445 19.9578 -0.5606
C -4.9221 6.3765 20.1728 0.5718
O -3.9972 6.4551 19.1897 -0.3318
C -2.6717 6.3820 19.7177 -0.6572
C -2.8417 5.7076 21.0950 0.2980
C -4.2563 6.1241 21.5092 -0.3350
H -2.1597 7.3411 19.7642 0.2709
H -2.0885 5.7094 19.0907 0.3459
H -2.0532 6.0218 21.7800 0.5423
H -2.7261 4.6377 20.9298 -0.4536
H -4.2504 7.0679 22.0574 0.3814
H -4.7705 5.3756 22.1109 0.0834
O -8.6722 4.5652 22.7831 -0.6243
C -8.3846 4.2850 21.6576 0.3447
O -8.7827 5.0577 20.6223 -0.3737
C -8.4770 4.4273 19.3483 -0.7228
C -7.3353 3.4982 19.7214 1.4673
C -7.6939 3.0424 21.1185 0.2406
H -8.2636 5.1970 18.6128 0.3649
H -9.4044 3.9255 19.0587 0.3382
H -6.4010 4.0561 19.6813 -1.0802
H -7.1719 2.7256 18.9628 -0.0218
H -6.8013 2.8269 21.7059 -0.3165
H -8.3819 2.1987 21.1606 0.2580
O -2.5513 -3.9776 17.5953 -0.5584
C -2.7273 -3.4846 18.6616 0.2995
O -1.6831 -3.1408 19.4813 -0.3840
C -2.1694 -2.5483 20.6818 -0.2092
C -3.5793 -2.0871 20.3476 1.3795
C -4.0319 -3.1240 19.3410 -0.3627
H -1.6099 -1.6267 20.8801 -0.1042
H -2.0423 -3.2107 21.5371 0.2684
H -3.5830 -1.0989 19.8854 -0.9835
H -4.2365 -2.0248 21.2201 0.1857
H -4.7145 -2.7466 18.5862 0.1386
H -4.3613 -4.0586 19.8023 0.3478
```